161
Properties=species:S:1:pos:R:3:forces:R:3:lowdin_charge:R:1 method="wB97M-V/def2-TZVPD" largest_force_ev_per_a=5.06 smiles="CCCCCCCC[C@@H](O[C@@H]([PH2]=O)S(C)(=O)=O)[C@H](Cc1ccc(C)cc1)OC.CNC(C)=O.CNC(C)=O.CNC(C)=O.CNC(C)=O.CNC(C)=O.CNC(C)=O.CNC(C)=O.CNC(C)=O" gap_ev=8.62 e_homo_ev=-8.3555
C 6.841818 6.904403 0.619360 0.2 0.0 0.4 -0.13
C 7.088431 5.449511 1.194540 -0.9 0.6 0.5 -0.26
C 5.878707 4.478943 0.874155 1.2 -0.4 0.0 -0.24
C 6.103654 3.035605 1.508755 -0.1 0.7 -0.6 -0.21
C 5.243365 1.927886 0.792786 0.1 0.5 -0.2 -0.20
C 3.667604 2.179923 0.937835 1.3 0.4 -0.3 -0.18
C 3.176033 2.808055 -0.417198 -0.8 -0.6 0.7 -0.20
C 1.596608 2.817481 -0.583836 1.2 -0.9 -0.5 -0.11
C 1.283095 3.232408 -2.077507 -0.4 1.8 1.2 -0.24
O 0.524836 2.274807 -2.830959 1.2 -0.7 0.1 -0.16
C 1.203815 1.068385 -3.042832 0.0 -0.6 0.9 -0.47
P -0.166710 -0.222083 -3.397406 -2.3 2.2 -2.8 0.80
O -1.137223 0.461380 -4.334071 1.0 -0.7 1.2 -0.45
S 2.319813 1.024625 -4.510534 0.1 -3.5 -3.7 0.65
C 3.768444 2.126653 -4.389484 -0.8 1.3 0.7 -0.13
O 1.561284 1.247647 -5.744765 0.6 1.6 1.8 -0.32
O 2.819932 -0.368382 -4.587603 0.1 1.6 1.8 -0.38
C 0.455337 4.594752 -2.092147 0.1 0.1 0.2 -0.26
C -1.062611 4.442343 -2.462401 -0.1 0.7 0.4 -0.07
C -1.831125 3.856592 -1.243633 -1.5 0.0 1.5 -0.19
C -2.581180 4.800644 -0.391634 0.1 -1.9 0.6 -0.04
C -3.286346 4.337673 0.781789 0.7 -1.2 -0.7 -0.05
C -3.290841 2.934867 1.173689 0.5 -0.6 -1.2 -0.25
C -4.000346 2.402580 2.452001 1.1 0.4 0.2 -0.06
C -2.599829 1.978169 0.334839 0.5 2.4 -1.1 -0.01
C -1.887165 2.467879 -0.857160 -0.7 0.3 1.1 -0.02
O 1.137046 5.575717 -2.919141 -0.2 -0.1 1.0 -0.17
C 1.936347 6.430384 -2.082531 0.4 0.6 -0.7 -0.10
H 7.083108 6.989847 -0.467892 -0.3 -0.2 0.8 0.07
H 7.476286 7.666679 1.151919 -0.5 -0.8 -0.5 0.07
H 5.775140 7.219554 0.779575 0.9 -0.4 -0.2 0.07
H 8.062253 5.045638 0.823354 -0.8 0.2 0.2 0.10
H 7.173566 5.532017 2.316734 0.0 -0.1 -1.0 0.11
H 4.923787 4.901523 1.273932 0.7 -0.1 -0.6 0.11
H 5.861215 4.397004 -0.250645 -0.4 0.0 1.0 0.11
H 7.208091 2.841350 1.398503 -1.1 -0.2 0.3 0.11
H 5.829709 3.114340 2.591271 0.4 -0.3 -0.7 0.11
H 5.504174 2.001990 -0.304057 -0.2 -0.2 1.0 0.10
H 5.545553 0.898961 1.109422 -0.3 0.9 0.0 0.10
H 3.142628 1.236406 1.226593 0.3 0.8 -0.5 0.11
H 3.543464 2.914019 1.775133 -0.2 -0.6 -0.6 0.11
H 3.596416 2.184381 -1.253016 -0.3 0.6 0.7 0.09
H 3.615693 3.832737 -0.501691 -0.4 -0.8 -0.1 0.09
H 1.258632 1.757726 -0.406494 0.1 1.0 -0.1 0.12
H 1.106977 3.450503 0.191379 0.3 -0.4 -0.8 0.12
H 2.261402 3.489075 -2.578491 -1.0 -0.5 0.3 0.13
H 1.770794 0.664031 -2.162861 0.0 0.7 -0.6 0.12
H 0.340521 -1.375464 -4.051082 0.4 0.1 1.0 0.04
H -0.908795 -0.490063 -2.206709 1.2 -0.3 0.2 0.03
H 4.461879 1.908062 -5.231711 -0.7 -0.2 0.7 0.08
H 3.375329 3.179220 -4.478435 0.4 -1.0 -0.1 0.08
H 4.223476 2.043228 -3.373028 -0.2 -0.2 -1.0 0.06
H 0.474055 5.038874 -1.055311 -0.1 -0.7 -0.9 0.13
H -1.262756 3.931983 -3.433495 0.4 0.1 0.9 0.13
H -1.447479 5.495262 -2.589714 0.5 -1.0 0.1 0.12
H -2.625581 5.888366 -0.627498 0.2 -1.0 0.1 0.10
H -3.853805 5.047635 1.427458 0.6 -0.5 -0.7 0.10
H -3.649001 1.349225 2.686625 -0.7 1.3 -0.5 0.06
H -5.114493 2.444542 2.396224 0.9 0.0 0.0 0.08
H -3.645011 3.051807 3.303594 -0.7 -0.6 -0.6 0.06
H -2.552126 0.884539 0.560703 -0.3 1.2 0.0 0.10
H -1.378663 1.693310 -1.464569 -0.4 0.8 0.3 0.07
H 2.772881 5.864770 -1.596094 -0.7 0.4 -0.2 0.08
H 2.397976 7.217299 -2.740478 -0.4 -0.9 0.5 0.10
H 1.323291 6.980428 -1.321692 0.4 -0.7 -0.5 0.10
C -2.396434 -4.232989 1.774295 0.4 0.1 0.2 -0.06
N -2.520292 -2.873255 2.263304 -0.5 0.3 -0.2 0.02
C -3.510884 -1.978600 2.021903 0.3 0.0 0.2 -0.54
C -4.649353 -2.411836 1.136217 -0.1 0.1 0.0 0.00
O -3.457616 -0.859042 2.521246 -0.1 0.0 -0.1 -0.01
H -2.349876 -4.905074 2.633257 0.0 -0.2 -0.2 0.08
H -1.467170 -4.313509 1.209087 -0.1 -0.3 0.0 0.08
H -3.230300 -4.519087 1.139263 0.0 0.1 0.1 0.08
H -1.792465 -2.513709 2.863972 0.0 -0.1 0.0 0.13
H -5.360175 -1.594262 1.036293 0.1 0.0 0.1 0.09
H -4.276419 -2.670161 0.143581 -0.1 -0.1 0.0 0.09
H -5.163805 -3.267131 1.577842 0.0 -0.1 -0.2 0.09
C -2.870802 -1.109784 -6.109075 -0.4 -0.5 0.3 -0.07
N -3.459289 -2.425671 -6.302106 0.0 -0.1 -0.6 0.01
C -3.449620 -3.191352 -7.423605 -0.3 -0.3 0.4 -0.56
C -2.749776 -2.639014 -8.639215 0.0 -0.1 -0.1 -0.02
O -3.995023 -4.287736 -7.427213 0.1 0.1 -0.2 0.01
H -2.149588 -1.167888 -5.301191 0.0 0.3 -0.1 0.04
H -3.663754 -0.414134 -5.827021 0.2 0.2 0.0 0.08
H -2.376324 -0.746038 -7.005124 0.0 -0.1 0.0 0.08
H -3.944213 -2.854278 -5.526067 0.0 0.1 0.0 0.13
H -2.822834 -3.356282 -9.454114 -0.1 0.0 0.1 0.08
H -3.222303 -1.706736 -8.953640 0.2 0.1 0.0 0.08
H -1.694226 -2.468774 -8.420090 0.0 0.2 -0.1 0.08
C -0.658295 0.973423 6.464326 0.4 -0.2 0.1 -0.08
N -0.178346 -0.394615 6.417904 -0.2 -0.2 -0.1 0.00
C -0.855884 -1.505997 6.025464 0.2 -0.2 0.1 -0.55
C -2.282813 -1.331166 5.580409 0.0 0.0 0.0 -0.01
O -0.303884 -2.600285 6.040551 -0.1 0.0 -0.1 0.01
H -0.022643 1.585337 5.819736 -0.2 0.2 0.0 0.08
H -0.577536 1.334432 7.491983 -0.2 0.2 -0.1 0.08
H -1.689024 1.058953 6.135232 0.1 0.0 0.0 0.06
H 0.770702 -0.582468 6.704017 -0.1 0.0 0.0 0.14
H -2.694482 -2.297660 5.295826 0.1 0.0 0.0 0.08
H -2.884020 -0.925599 6.396156 0.0 0.1 -0.1 0.09
H -2.326305 -0.668204 4.714486 -0.2 0.1 0.1 0.07
C -8.250486 -1.276379 -5.840646 0.4 0.3 -0.1 -0.08
N -7.112466 -1.413191 -4.954557 -0.1 -0.3 0.3 0.01
C -6.976513 -2.240552 -3.883694 0.4 0.2 0.0 -0.56
C -8.134941 -3.142593 -3.545925 0.0 -0.1 0.1 -0.01
O -5.941039 -2.236082 -3.232589 -0.1 -0.1 0.0 0.02
H -7.928490 -1.503476 -6.858953 -0.2 0.0 -0.1 0.08
H -8.601000 -0.242904 -5.801255 -0.2 -0.1 -0.1 0.08
H -9.064192 -1.941207 -5.565892 0.1 0.0 0.1 0.07
H -6.299892 -0.838633 -5.122698 -0.1 0.0 0.0 0.13
H -7.882796 -3.741693 -2.673700 0.1 0.1 -0.1 0.08
H -9.019829 -2.546950 -3.314105 -0.1 -0.1 -0.1 0.08
H -8.342918 -3.814759 -4.380321 -0.1 0.1 0.0 0.09
C 0.944193 -8.940481 3.738685 0.0 0.0 -0.5 -0.09
N 0.890686 -7.964293 2.665834 -0.1 0.5 0.3 0.01
C 0.605651 -6.638640 2.750699 0.1 -0.1 -0.4 -0.55
C 0.301670 -6.074796 4.115868 0.0 0.1 -0.1 -0.01
O 0.601354 -5.944343 1.741799 -0.1 0.1 0.1 0.01
H 1.945231 -9.373213 3.763287 -0.1 -0.2 0.2 0.08
H 0.223519 -9.727253 3.527253 0.1 -0.1 0.2 0.07
H 0.719814 -8.496583 4.705799 0.0 0.1 -0.1 0.07
H 1.084004 -8.274406 1.725318 0.0 0.0 0.1 0.14
H 0.094314 -5.009889 4.031094 0.1 -0.1 0.0 0.07
H -0.576789 -6.566372 4.538251 0.1 0.0 0.1 0.09
H 1.159600 -6.208015 4.776866 -0.1 0.0 0.1 0.09
C 7.143138 3.719509 -7.262739 0.4 0.3 0.4 -0.08
N 7.005387 5.080443 -6.783669 -0.4 0.1 -0.2 0.00
C 5.987794 5.956635 -7.018563 0.2 0.3 0.2 -0.56
C 4.844870 5.485724 -7.880758 -0.1 0.0 0.0 -0.01
O 6.022483 7.077619 -6.536844 -0.1 -0.1 -0.1 0.03
H 7.216898 3.057700 -6.396692 0.0 -0.2 -0.2 0.08
H 8.063846 3.649156 -7.845235 -0.1 -0.3 -0.1 0.08
H 6.302918 3.413453 -7.879457 0.0 0.1 0.0 0.07
H 7.735543 5.460545 -6.200313 0.0 0.0 -0.1 0.14
H 4.114287 6.285444 -7.978869 0.1 0.0 0.1 0.09
H 5.208201 5.223397 -8.876012 -0.1 -0.1 0.0 0.09
H 4.356366 4.624338 -7.420968 0.0 -0.1 -0.2 0.08
C -1.784742 6.275966 7.580254 -0.3 -0.2 0.4 -0.08
N -2.403437 4.984988 7.354399 0.1 -0.1 -0.4 0.00
C -2.379562 4.228603 6.223087 -0.2 -0.2 0.2 -0.55
C -1.624346 4.769257 5.035798 0.0 -0.1 -0.1 -0.01
O -2.956972 3.151933 6.193295 0.1 0.1 -0.1 0.02
H -1.086396 6.187045 8.414974 0.1 0.2 -0.1 0.08
H -2.563218 6.994858 7.843397 0.2 0.2 0.0 0.08
H -1.250976 6.631546 6.703739 -0.1 -0.1 0.0 0.07
H -2.925651 4.563861 8.108172 0.0 0.1 0.0 0.14
H -1.692237 4.061804 4.211442 -0.1 0.0 0.1 0.07
H -2.057997 5.718172 4.714898 0.2 0.0 0.0 0.09
H -0.571418 4.905049 5.290497 0.0 0.2 -0.1 0.09
C 0.850990 -12.538613 7.395016 0.3 0.5 0.0 -0.08
N 1.054355 -11.964521 6.079689 -0.2 -0.3 -0.3 0.01
C 0.672497 -12.469479 4.874482 0.2 0.3 -0.2 -0.54
C -0.055143 -13.788655 4.868481 -0.1 -0.1 -0.1 -0.01
O 0.921638 -11.856834 3.846459 0.0 -0.4 0.1 0.01
H 0.272892 -11.834912 7.997274 0.0 -0.2 0.2 0.08
H 1.825201 -12.690788 7.863796 -0.1 -0.1 0.2 0.08
H 0.324001 -13.487107 7.349106 0.0 0.1 -0.1 0.07
H 1.535962 -11.080543 6.010822 0.0 -0.1 0.0 0.14
H -0.294750 -14.063323 3.843654 0.1 0.1 0.0 0.08
H 0.576660 -14.568075 5.298143 -0.1 0.0 0.1 0.09
H -0.986076 -13.706950 5.432582 0.1 -0.1 0.1 0.09